No. 1
Below is a molecular structure, C18H36Cl18O9 in a non-equilibrium geometry, with properties calculated with ωB97M-V/def2-TZVPD.

```
81
Properties=species:S:1:pos:R:3
C -7.05415 22.77175 9.86500
O -7.71085 22.31252 11.01344
C -8.25314 21.12889 11.08811
O -8.36197 20.29884 10.21334
O -8.68484 20.96970 12.33813
C -9.29857 19.75828 12.75363
H -6.63799 23.77407 9.92965
H -7.78128 22.80277 9.05037
H -6.24094 22.11243 9.54603
H -8.86696 18.88620 12.26919
H -10.38121 19.73033 12.66877
H -9.07873 19.57956 13.80652
C -8.21870 27.90924 14.93324
O -8.20605 26.49485 14.91471
C -7.33251 25.91760 14.07206
O -6.45026 26.45731 13.46312
O -7.63799 24.63870 14.01891
C -6.71899 23.78900 13.35770
H -8.82464 28.34096 14.13519
H -7.19943 28.29284 14.93982
H -8.69735 28.25130 15.85120
H -6.93953 22.75364 13.59505
H -5.68744 23.95650 13.68364
H -6.67042 24.02257 12.29277
C -9.14248 22.10659 15.10478
O -9.08959 23.16216 16.06062
C -9.55552 24.33890 15.69185
O -10.26071 24.56150 14.74952
O -9.28405 25.20416 16.67517
C -9.71554 26.53563 16.44997
H -8.55952 21.25755 15.45444
H -8.61739 22.37379 14.18407
H -10.19231 21.89309 14.91692
H -10.80706 26.53339 16.39456
H -9.22873 26.92859 15.55900
H -9.51940 27.18165 17.30434
C -9.08906 25.50184 6.20589
Cl -9.92370 26.66382 7.23879
Cl -7.73396 24.78827 7.03942
H -9.82244 24.72953 5.99594
H -8.66264 25.92487 5.30282
C -8.54386 16.90059 17.42328
Cl -8.15617 17.82195 15.95805
Cl -8.70107 15.13954 17.13271
H -7.78088 16.95281 18.19358
H -9.44722 17.31424 17.85942
C -10.40011 17.63644 9.25250
Cl -11.40926 18.14421 10.61428
Cl -9.57993 16.13854 9.56748
H -11.11924 17.55008 8.44291
H -9.69936 18.43974 9.05091
C -3.76154 21.79361 8.01571
Cl -2.73669 21.44024 9.40624
Cl -2.76507 21.93503 6.52463
H -4.53073 21.04085 7.87592
H -4.25558 22.75451 8.12722
C -2.68227 24.97241 9.20226
Cl -4.12458 24.35486 10.04623
Cl -2.90187 24.96189 7.42632
H -2.42589 26.00116 9.41867
H -1.88906 24.25256 9.36351
C -12.01134 22.14215 10.32780
Cl -11.68371 22.79657 11.94807
Cl -13.71850 22.02866 9.86184
H -11.59183 22.85868 9.62333
H -11.42426 21.24765 10.14633
C -8.69490 20.51488 6.75941
Cl -9.76354 21.85422 7.15366
Cl -7.00636 21.04212 6.49612
H -8.65316 19.79958 7.57325
H -9.04377 19.99544 5.87270
C -4.78483 19.53921 12.54244
Cl -5.07367 21.11601 11.84878
Cl -6.25098 18.52461 12.28694
H -4.00518 19.07122 11.95258
H -4.62965 19.51428 13.61352
C -8.80513 25.20170 11.85932
Cl -8.88269 26.92472 12.33413
Cl -9.44174 24.95504 10.20789
H -7.75091 24.96175 11.76069
H -9.24395 24.57575 12.62963
```

Values from the calculation:
Largest force on an atom: 0.128 hartree/bohr
LUMO level: 0.0091 hartree
Frontier orbital gap: 10.10 eV
E: -9667.86889 Eh
Charge: 0



No. 2
Below is 6 unconnected molecules or ions with the total composition C18H36Cl4O12 in a non-equilibrium geometry, with properties calculated with ωB97M-V/def2-TZVPD.

```
70
Properties=species:S:1:pos:R:3
C 2.74437 0.30567 6.76516
C 2.19489 0.03278 5.39332
O 1.11213 0.90500 5.08043
C 0.45790 0.65449 3.96367
O 0.44687 -0.38341 3.36581
O -0.24573 1.72933 3.63319
C -0.85421 1.66199 2.34239
H 1.97045 0.08873 7.50264
H 3.19456 1.29443 6.82088
H 3.52917 -0.41914 6.99070
H 1.82769 -0.99861 5.33026
H 2.95682 0.08747 4.61030
H -1.82470 1.17124 2.42103
H -0.20320 1.12996 1.64947
H -0.97205 2.66731 1.94474
C -3.31880 5.02255 -0.90510
C -3.48413 3.99394 0.18909
O -3.82970 2.71226 -0.31649
C -2.82200 1.95062 -0.74562
O -1.66440 2.24647 -0.83514
O -3.35499 0.78402 -1.09135
C -2.42551 -0.25384 -1.36774
H -2.87208 5.95419 -0.55836
H -4.27138 5.23785 -1.39111
H -2.64891 4.66502 -1.69175
H -4.30034 4.29348 0.84519
H -2.59028 3.94815 0.81450
H -1.82309 -0.46230 -0.47619
H -1.75798 -0.05194 -2.20251
H -3.00609 -1.16040 -1.52336
C -4.30638 -5.42423 -5.56653
C -2.99115 -4.72026 -5.74464
O -2.09164 -5.00831 -4.68706
C -2.06618 -4.15734 -3.66580
O -2.78283 -3.20298 -3.53466
O -1.13462 -4.55968 -2.81837
C -0.91245 -3.65678 -1.72524
H -4.21782 -6.51000 -5.63715
H -5.05410 -5.18463 -6.32552
H -4.72368 -5.12544 -4.60375
H -3.12777 -3.63582 -5.82152
H -2.50425 -4.93557 -6.69918
H -0.95146 -2.62888 -2.06549
H 0.06242 -3.82956 -1.27709
H -1.59222 -3.97229 -0.93186
C 4.43630 4.25068 -1.29876
C 3.61372 3.91534 -0.08018
O 2.74502 2.82604 -0.41066
C 2.47750 1.92605 0.52692
O 2.84179 1.94554 1.66632
O 1.74368 0.92372 0.05855
C 1.38063 0.81682 -1.30474
H 4.88157 5.24333 -1.28288
H 3.77979 4.29910 -2.17539
H 5.16230 3.46974 -1.51577
H 3.00598 4.74847 0.27255
H 4.24003 3.61229 0.76011
H 1.05861 1.77173 -1.70766
H 0.62953 0.03634 -1.38810
H 2.18718 0.44562 -1.94793
Cl 4.19362 -1.94836 2.60149
C 3.90242 -1.21893 1.03376
Cl 4.34922 -2.23986 -0.35122
H 2.83892 -1.02673 0.99805
H 4.47002 -0.30306 0.92811
Cl 1.10883 -4.57362 1.17642
C 0.43311 -3.14796 1.97242
Cl 0.15975 -1.82665 0.80381
H -0.51673 -3.36861 2.44798
H 1.10601 -2.83261 2.76259
```

Values from the calculation:
Largest force on an atom: 0.032 hartree/bohr
SMILES string: CCOC(=O)OC.CCOC(=O)OC.CCOC(=O)OC.CCOC(=O)OC.ClCCl.ClCCl
LUMO level: 0.0209 hartree
Frontier orbital gap: 11.10 eV
E: -3451.13579 Eh
Charge: 0
ΔE to the lowest compared entry with this formula, charge and spin: 2.2 kJ/mol



No. 3
Below is a molecular structure, C18H36IrN3O4SSb2 in a non-equilibrium geometry, with properties calculated with ωB97M-V/def2-TZVPD.

```
65
Properties=species:S:1:pos:R:3
Ir -0.07330 0.27442 0.52879
N -3.77733 1.78646 1.22997
C -2.91435 0.69678 1.80667
C -2.60338 0.80316 3.27560
C -1.44005 -0.16808 3.52629
N -0.18360 0.22253 2.78990
C -1.80838 -1.59191 3.13862
C -2.33480 -1.70552 1.72031
N -1.18921 -1.57351 0.76018
C -3.42995 -0.67465 1.42570
H -3.42242 1.95040 0.27128
H -3.68937 2.66651 1.74413
H -4.76822 1.53561 1.19600
H -1.95398 0.80664 1.33260
H -3.44176 0.50856 3.91046
H -2.31715 1.82308 3.55058
H -1.22986 -0.15276 4.59633
H 0.55218 -0.40377 3.10774
H 0.09058 1.15655 3.09170
H -2.56782 -1.95768 3.83101
H -0.93747 -2.24460 3.25643
H -2.76772 -2.69826 1.59246
H -1.54249 -1.68361 -0.19147
H -0.53821 -2.33758 0.92753
H -4.32169 -0.92824 2.00378
H -3.69096 -0.70480 0.36341
C 0.48548 1.69384 -6.47060
Sb 0.15266 0.60997 -4.63640
C 0.91568 -1.40423 -4.90022
C 1.77877 1.74903 -3.62972
C 3.19147 1.38403 -3.84634
C 3.98290 2.07262 -4.76010
C 5.35945 1.90812 -4.77829
C 5.95988 1.02808 -3.89003
C 5.17969 0.30908 -3.00405
C 3.78790 0.43490 -2.99919
C 2.98278 -0.46935 -2.13098
Sb 2.55967 0.34474 -0.08975
C 3.78485 -0.98949 1.02855
C 3.64692 2.16440 -0.07998
H 1.52782 1.47992 -6.71196
H 0.31262 2.74844 -6.27583
H -0.17530 1.33442 -7.25454
H 1.95994 -1.33454 -5.20294
H 0.31628 -1.85397 -5.68942
H 0.77357 -1.95034 -3.97308
H 1.49404 1.63714 -2.59264
H 1.49544 2.73614 -3.98679
H 3.51240 2.78971 -5.42335
H 5.96787 2.47654 -5.46875
H 7.03192 0.88698 -3.91105
H 5.65052 -0.40890 -2.33943
H 3.51646 -1.38876 -1.89603
H 1.98563 -0.68106 -2.50426
H 4.82357 -0.71898 0.83631
H 3.59470 -2.01711 0.72622
H 3.58500 -0.88482 2.09399
H 4.52727 2.00149 -0.69988
H 3.94282 2.38769 0.94342
H 3.02496 2.96692 -0.46811
O -0.87844 2.23255 -2.82277
S -0.75802 1.55890 -1.55261
O 0.38448 2.08833 -0.70083
O -0.33365 0.10695 -1.71130
O -1.97321 1.56291 -0.73218
```

Values from the calculation:
Largest force on an atom: 0.039 hartree/bohr
LUMO level (spin up / spin down): -0.3794 / -0.3808 hartree
Frontier orbital gap (spin up / spin down): 5.46 / 5.43 eV
Expectation value of S²: 0.75
Spin multiplicity: 2
E: -2154.69988 Eh
Charge: +3
ΔE to the lowest compared entry with this formula, charge and spin: 154.1 kJ/mol